Run i
Computed, not measured: one molecule with the formula C2H5NO2, with ωB97M-V/def2-TZVPD.

Last column: Mulliken charge in e.
Cartesian coordinates (Å):
1 N 1.429 0.070 0.111  -0.35
2 C 0.358 -0.761 0.126  0.48
3 O 0.407 -1.958 0.338  -0.61
4 C -1.029 -0.032 -0.260  -0.37
5 O -0.997 1.371 -0.190  -0.54
6 H 2.359 -0.315 0.183  0.23
7 H 1.297 1.022 -0.194  0.24
8 H -1.198 -0.279 -1.304  0.29
9 H -1.808 -0.508 0.353  0.26
10 H -0.804 1.370 0.808  0.36

Its HOMO energy is -0.3576 Ha. Its HOMO-LUMO gap is 10.377 eV. Its charge is 0. The spin multiplicity is 1. As for the LUMO energy: 0.647 eV.

***

Run ii
Computed, not measured: one molecule with the formula C2H5NO2, with ωB97M-V/def2-TZVPD.

Last column: Mulliken charge in e.
Cartesian coordinates (Å):
1 N 0.062 -1.465 0.632  -0.44
2 C -0.132 -0.087 0.682  0.44
3 O -0.029 0.486 1.752  -0.56
4 C -0.183 0.899 -0.504  -0.31
5 O 0.122 0.452 -1.795  -0.51
6 H 0.375 -1.748 1.556  0.27
7 H -0.641 -2.099 0.272  0.25
8 H -1.175 1.365 -0.529  0.26
9 H 0.515 1.678 -0.160  0.28
10 H 1.078 0.518 -1.909  0.32

Its HOMO energy is -0.3601 Ha. Its HOMO-LUMO gap is 10.548 eV. Its charge is 0. The spin multiplicity is 1. As for the LUMO energy: 0.750 eV.

***

Run iii
Computed, not measured: one molecule with the formula C2H5NO2, with ωB97M-V/def2-TZVPD.

Last column: Mulliken charge in e.
Cartesian coordinates (Å):
1 C -0.198 0.010 0.740  -0.13
2 C 0.755 -0.092 -0.386  -0.14
3 H -0.061 -0.577 2.583  0.37
4 H -0.751 0.983 0.633  0.24
5 H -0.794 -0.953 0.706  0.25
6 H 1.696 -0.610 -0.214  0.37
7 H -0.999 0.518 -2.643  0.37
8 N 0.438 0.159 -1.622  -0.47
9 O 0.741 -0.016 1.915  -0.52
10 O -0.828 0.578 -1.711  -0.35

Its HOMO energy is -0.3554 Ha. Its HOMO-LUMO gap is 10.186 eV. Its charge is 0. The spin multiplicity is 1. As for the LUMO energy: 0.516 eV.

***

We find run i to be the most stable, with the next structure 0.0088 hartree higher.

***

Run i
Computed, not measured: one molecule with the formula C2H5NO2, with ωB97M-V/def2-TZVPD.

Last column: Mulliken charge in e.
Cartesian coordinates (Å):
1 C 0.068 0.633 -0.866  -0.27
2 C 0.146 0.097 0.596  0.12
3 N 0.178 -1.223 0.068  -0.35
4 O 0.510 -0.632 -1.361  -0.30
5 O -1.032 0.318 1.323  -0.53
6 H -0.929 0.876 -1.146  0.20
7 H 0.754 1.434 -1.097  0.22
8 H 1.029 0.601 1.202  0.32
9 H 0.824 -1.791 0.519  0.23
10 H -1.549 -0.313 0.764  0.37

Its HOMO energy is -0.3596 Ha. Its HOMO-LUMO gap is 10.726 eV. Its charge is 0. The spin multiplicity is 1. As for the LUMO energy: 0.941 eV.

***

Run ii
Computed, not measured: a 2-piece molecular cluster, C2H5NO2 overall, with ωB97M-V/def2-TZVPD.

Last column: Mulliken charge in e.
Cartesian coordinates (Å):
1 C 0.589 -2.141 0.952  -0.20
2 C -0.360 1.511 -0.903  -0.53
3 N 1.449 0.090 -0.994  -0.11
4 O 0.729 -1.242 0.160  -0.33
5 O 0.489 0.482 -1.595  -0.07
6 H 1.532 -2.543 1.446  0.21
7 H -0.353 -2.451 1.217  0.27
8 H -0.960 1.201 -0.059  0.24
9 H -1.017 1.920 -1.757  0.22
10 H 0.294 2.220 -0.273  0.29

Its HOMO energy is -0.2642 Ha. Its HOMO-LUMO gap is 7.832 eV. Its charge is 0. The spin multiplicity is 1. As for the LUMO energy: 0.642 eV.

***

Run iii
Computed, not measured: a 2-piece molecular cluster, C2H5NO2 overall, with ωB97M-V/def2-TZVPD.

Last column: Mulliken charge in e.
Cartesian coordinates (Å):
1 C -2.357 0.852 -0.544  -0.46
2 C -0.187 -0.469 -0.211  -0.20
3 N 0.726 0.307 -0.026  -0.12
4 O 2.202 -1.164 0.979  -0.32
5 O 2.153 0.067 0.410  -0.19
6 H -3.162 0.097 -0.663  0.16
7 H -2.215 1.259 -1.631  0.15
8 H -0.227 -1.519 -0.057  0.31
9 H 0.703 1.370 -0.143  0.31
10 H 2.364 -0.801 1.886  0.36

Its HOMO energy (alpha / beta) is -0.2929 / -0.2930 Ha. Its HOMO-LUMO gap (alpha / beta) is 8.217 / 8.218 eV. Its charge is 0. The spin multiplicity is 1. As for the LUMO energy (alpha / beta): 0.246 / 0.245 eV.

***

We find run i to be the most stable, with the next structure 0.1170 hartree higher.

***

Run i
Computed, not measured: a 2-piece molecular cluster, C2H2O3S overall, with ωB97M-V/def2-TZVPD.

Last column: Mulliken charge in e.
Cartesian coordinates (Å):
1 C -0.817 -0.939 -0.432  0.71
2 C 0.489 -0.652 0.084  -0.82
3 O -3.797 1.131 -0.847  -0.39
4 O -4.126 0.164 1.324  -0.35
5 O -1.898 -1.430 -0.510  -0.43
6 S -4.144 0.004 -0.048  0.73
7 H 1.368 -0.529 -0.437  0.32
8 H 0.387 -0.269 1.040  0.23

Its HOMO energy is -0.3506 Ha. Its HOMO-LUMO gap is 9.093 eV. Its charge is 0. The spin multiplicity is 1. As for the LUMO energy: -0.446 eV.

***

Run ii
Computed, not measured: one molecule with the formula C2H2O3S, with ωB97M-V/def2-TZVPD.

Last column: Mulliken charge in e.
Cartesian coordinates (Å):
1 C -0.597 0.104 0.313  0.48
2 C 0.529 -0.891 0.411  0.57
3 H -1.678 1.019 -0.866  0.35
4 H 1.382 0.864 -0.862  0.20
5 O -0.921 0.394 -0.965  -0.43
6 O -1.153 0.621 1.256  -0.50
7 O 0.456 -2.050 0.792  -0.47
8 S 1.983 -0.061 -0.078  -0.20

Its HOMO energy is -0.3869 Ha. Its HOMO-LUMO gap is 10.710 eV. Its charge is 0. The spin multiplicity is 1. As for the LUMO energy: 0.182 eV.

***

Run iii
Computed, not measured: a 2-piece molecular cluster, C2H2O3S overall, with ωB97M-V/def2-TZVPD.

Last column: Mulliken charge in e.
Cartesian coordinates (Å):
1 C -0.797 -0.514 -0.219  0.80
2 C -1.890 -0.612 0.461  -0.83
3 O 0.241 -0.563 -0.806  -0.46
4 O 2.607 1.234 -1.580  -0.41
5 O 1.894 1.038 0.797  -0.43
6 S 2.472 0.400 -0.381  0.82
7 H -1.691 0.087 1.390  0.18
8 H -2.835 -1.070 0.338  0.33

Its HOMO energy is -0.3686 Ha. Its HOMO-LUMO gap is 9.205 eV. Its charge is 0. The spin multiplicity is 1. As for the LUMO energy: -0.824 eV.

***

We find run ii to be the most stable, with the next structure 0.0618 hartree higher.

***

Run i
Computed, not measured: a 2-piece molecular cluster, C2H2O3S overall, with ωB97M-V/def2-TZVPD.

Last column: Mulliken charge in e.
Cartesian coordinates (Å):
1 C 0.651 1.025 0.407  0.73
2 C 0.138 2.172 0.006  -0.83
3 O -1.616 -2.585 0.165  -0.41
4 O 1.018 -0.045 0.760  -0.39
5 O 0.412 -2.689 -1.148  -0.33
6 S -0.182 -2.997 0.085  0.74
7 H 0.180 3.143 0.521  0.28
8 H -0.601 1.977 -0.797  0.21

Its HOMO energy is -0.3521 Ha. Its HOMO-LUMO gap is 8.445 eV. Its charge is 0. The spin multiplicity is 1. As for the LUMO energy: -1.136 eV.

***

Run ii
Computed, not measured: one molecule with the formula C2H2O3S, with ωB97M-V/def2-TZVPD.

Last column: Mulliken charge in e.
Cartesian coordinates (Å):
1 C -1.070 0.376 1.026  -0.08
2 C 0.834 -0.243 -0.768  0.28
3 O 0.134 0.610 0.268  -0.30
4 O 0.577 -1.360 -0.983  -0.37
5 O -1.736 2.624 2.467  -0.47
6 S -2.069 1.247 2.219  0.40
7 H -1.470 -0.655 1.288  0.24
8 H 1.529 0.570 -1.178  0.30

Its HOMO energy (alpha / beta) is -0.3333 / -0.3333 Ha. Its HOMO-LUMO gap (alpha / beta) is 8.524 / 8.525 eV. Its charge is 0. The spin multiplicity is 1. As for the LUMO energy (alpha / beta): -0.546 / -0.546 eV.

***

We find run i to be the most stable, with the next structure 0.0558 hartree higher.

***

Run i
Computed, not measured: a 2-piece molecular cluster, C2H2O3S overall, with ωB97M-V/def2-TZVPD.

Last column: Mulliken charge in e.
Cartesian coordinates (Å):
1 C 0.525 -0.370 0.889  0.69
2 C 0.489 -1.747 0.424  -0.78
3 O 0.438 0.800 0.975  -0.41
4 O -2.000 1.454 -0.642  -0.40
5 O 0.070 2.113 -1.713  -0.39
6 S -0.843 2.303 -0.631  0.77
7 H -0.137 -2.632 0.568  0.29
8 H 1.458 -1.921 0.130  0.23

Its HOMO energy is -0.3491 Ha. Its HOMO-LUMO gap is 8.886 eV. Its charge is 0. The spin multiplicity is 1. As for the LUMO energy: -0.614 eV.

***

Run ii
Computed, not measured: C2H2O3S as an isolated structure, with ωB97M-V/def2-TZVPD.

Last column: Mulliken charge in e.
Cartesian coordinates (Å):
1 C 0.537 -0.334 -0.270  -0.03
2 C 0.761 1.007 0.190  -0.04
3 O -1.780 -1.502 -1.246  -0.41
4 O -0.875 -2.032 0.944  -0.44
5 O -0.090 1.348 -0.827  -0.44
6 S -1.061 -1.079 -0.117  0.90
7 H 0.539 1.366 1.289  0.25
8 H 1.968 1.226 0.035  0.21

Its HOMO energy (alpha / beta) is -0.3910 / -0.3909 Ha. Its HOMO-LUMO gap (alpha / beta) is 7.918 / 7.917 eV. Its charge is 0. The spin multiplicity is 1. As for the LUMO energy (alpha / beta): -2.721 / -2.721 eV.

***

We find run i to be the most stable, with the next structure 0.1647 hartree higher.

***

Run i
Computed, not measured: one molecule with the formula C2H7N3O2, with ωB97M-V/def2-TZVPD.

Last column: Mulliken charge in e.
Cartesian coordinates (Å):
1 C 0.453 -1.568 -0.358  -0.66
2 N -0.407 -0.640 -1.089  -0.08
3 N -0.042 0.824 -0.897  -0.20
4 C 0.476 1.301 0.493  0.44
5 N -0.378 0.912 1.433  -0.35
6 O -1.682 -0.500 -0.473  -0.76
7 O 1.550 1.836 0.546  -0.56
8 H -1.203 0.854 -0.919  0.46
9 H 0.583 1.153 -1.631  0.29
10 H -1.178 0.260 1.089  0.35
11 H -0.142 1.049 2.402  0.20
12 H 0.450 -1.426 0.727  0.30
13 H 0.049 -2.556 -0.576  0.29
14 H 1.469 -1.499 -0.747  0.29

Its HOMO energy is -0.3120 Ha. Its HOMO-LUMO gap is 9.227 eV. Its charge is 0. The spin multiplicity is 1. As for the LUMO energy: 0.739 eV.

***

Run ii
Computed, not measured: a 2-piece molecular cluster, C2H7N3O2 overall, with ωB97M-V/def2-TZVPD.

Last column: Mulliken charge in e.
Cartesian coordinates (Å):
1 C 2.087 -0.625 -0.207  -0.83
2 C 1.094 1.453 0.186  -0.32
3 N -2.854 0.598 -0.222  -0.15
4 N 0.967 0.275 -0.214  -0.31
5 N -1.760 0.195 -0.492  0.14
6 O -1.365 -1.081 -0.073  -0.45
7 O -3.749 -0.126 0.483  -0.32
8 H 2.254 -0.962 -1.230  0.28
9 H 3.009 -0.180 0.186  0.38
10 H 1.827 -1.500 0.393  0.24
11 H 2.033 1.873 0.561  0.22
12 H 0.225 2.091 0.166  0.28
13 H -0.409 -1.022 -0.267  0.47
14 H -3.359 -0.989 0.730  0.35

Its HOMO energy is -0.3720 Ha. Its HOMO-LUMO gap is 11.018 eV. Its charge is 0. The spin multiplicity is 1. As for the LUMO energy: 0.897 eV.

***

Run iii
Computed, not measured: one molecule with the formula C2H7N3O2, with ωB97M-V/def2-TZVPD.

Last column: Mulliken charge in e.
Cartesian coordinates (Å):
1 C -1.769 -0.143 -0.409  -0.57
2 C 0.936 0.551 0.384  0.55
3 H -2.363 0.860 -0.414  0.25
4 H -1.627 -0.387 0.606  0.30
5 H -2.337 -0.899 -1.032  0.22
6 H -0.250 1.725 -0.605  0.30
7 H 1.727 1.126 2.022  0.22
8 H 1.444 -0.973 1.448  0.29
9 H 0.877 -1.794 -1.150  0.35
10 N 0.247 0.878 -0.769  -0.26
11 N 1.237 1.431 1.212  -0.72
12 N 0.908 -0.837 0.501  -0.17
13 O -0.632 -0.077 -1.193  -0.32
14 O 1.602 -1.462 -0.601  -0.43

Its HOMO energy is -0.3476 Ha. Its HOMO-LUMO gap is 10.292 eV. Its charge is 0. The spin multiplicity is 1. As for the LUMO energy: 0.833 eV.

***

Run iv
Computed, not measured: a 2-piece molecular cluster, C2H7N3O2 overall, with ωB97M-V/def2-TZVPD.

Last column: Mulliken charge in e.
Cartesian coordinates (Å):
1 C 0.554 2.013 -0.442  -0.76
2 N -1.917 -0.162 0.740  -0.65
3 N -1.127 0.824 0.727  -0.11
4 N -0.405 0.952 -0.348  0.16
5 H -2.430 -0.150 1.624  0.24
6 H -0.728 -2.106 0.233  0.43
7 H 1.577 1.625 -0.424  0.26
8 H 0.409 2.579 -1.365  0.29
9 H 0.408 2.672 0.413  0.30
10 C 0.304 -2.199 -0.134  0.16
11 O 1.158 -1.860 0.820  -0.40
12 O 0.616 -2.527 -1.244  -0.53
13 H 2.076 -1.941 0.508  0.33
14 H -0.496 0.279 -1.110  0.28

Its HOMO energy is -0.3444 Ha. Its HOMO-LUMO gap is 10.104 eV. Its charge is 0. The spin multiplicity is 1. As for the LUMO energy: 0.733 eV.

***

We find run iv to be the most stable, with the next structure 0.0768 hartree higher.

***

Run i
Computed, not measured: C4H12N2O2 as an isolated structure, with ωB97M-V/def2-TZVPD.

Last column: Mulliken charge in e.
Cartesian coordinates (Å):
1 C -1.285 -1.146 0.923  -0.85
2 C -1.538 1.270 -0.401  -1.46
3 C -0.762 -0.009 -0.527  0.86
4 O -1.020 -2.448 0.455  -0.52
5 O -0.736 -0.665 -1.552  -0.71
6 H -0.949 -2.376 -0.513  0.37
7 H -2.367 -0.964 0.976  0.35
8 H -0.959 -1.061 1.969  0.43
9 H -0.922 2.080 -0.803  0.40
10 H -2.433 1.195 -1.015  0.37
11 H -1.767 1.552 0.622  0.32
12 C 1.970 -0.539 -0.495  -0.82
13 N 1.009 0.261 0.257  0.03
14 N 1.238 1.673 0.357  -0.58
15 H 0.352 -0.338 0.961  0.42
16 H 1.683 1.847 1.253  0.23
17 H 1.870 1.980 -0.380  0.25
18 H 1.485 -1.436 -0.881  0.27
19 H 2.775 -0.864 0.163  0.33
20 H 2.356 -0.012 -1.368  0.33

Its HOMO energy is -0.3033 Ha. Its HOMO-LUMO gap is 8.973 eV. Its charge is 0. The spin multiplicity is 1. As for the LUMO energy: 0.721 eV.

***

Run ii
Computed, not measured: a 2-piece molecular cluster, C4H12N2O2 overall, with ωB97M-V/def2-TZVPD.

Last column: Mulliken charge in e.
Cartesian coordinates (Å):
1 N -2.437 1.862 0.187  -0.44
2 C -1.446 0.926 -0.001  0.73
3 O -0.934 0.451 1.051  -0.77
4 O -1.114 0.568 -1.172  -0.81
5 H -2.664 1.988 1.156  0.20
6 H -2.829 2.449 -0.520  0.19
7 C 2.259 -0.258 1.276  -1.04
8 C 1.713 -0.029 -0.117  -0.32
9 N 0.625 -1.031 -0.395  -0.22
10 C 1.026 -2.352 -0.911  -0.87
11 H 2.559 -1.302 1.380  0.27
12 H 3.108 0.382 1.519  0.36
13 H 1.503 0.002 2.019  0.30
14 H 1.159 0.905 -0.170  0.16
15 H 2.473 -0.065 -0.895  0.47
16 H -0.152 -0.487 -0.936  0.44
17 H 0.123 -1.103 0.497  0.38
18 H 1.460 -2.199 -1.897  0.33
19 H 0.154 -2.991 -0.998  0.35
20 H 1.776 -2.774 -0.245  0.29

Its HOMO energy is -0.3283 Ha. Its HOMO-LUMO gap is 9.679 eV. Its charge is 0. The spin multiplicity is 1. As for the LUMO energy: 0.746 eV.

***

We find run ii to be the most stable, with the next structure 0.1710 hartree higher.

***

Run i
Computed, not measured: one molecule with the formula C8H5NO3, with ωB97M-V/def2-TZVPD.

Last column: Mulliken charge in e.
Cartesian coordinates (Å):
1 C 0.126 1.450 -0.140  0.59
2 C 1.342 0.979 0.014  -0.77
3 C 1.327 -0.373 -0.506  0.58
4 C 2.608 -1.172 -0.296  -0.35
5 C 0.220 -1.185 -0.457  -0.37
6 C -1.085 -0.646 0.151  0.41
7 C -2.241 -1.617 0.244  -0.22
8 C -1.140 0.818 -0.232  0.42
9 H -1.013 2.898 0.687  0.34
10 H 2.235 1.411 0.262  0.54
11 H 2.657 -2.231 -0.694  0.29
12 H 0.081 -2.369 -0.672  0.27
13 H -3.110 0.770 0.031  0.36
14 N -3.282 -2.254 0.521  -0.45
15 O -0.108 2.766 0.309  -0.58
16 O 3.737 -0.687 0.835  -0.52
17 O -2.355 1.441 -0.056  -0.54

Its HOMO energy is -0.3484 Ha. Its HOMO-LUMO gap is 7.812 eV. Its charge is 0. The spin multiplicity is 1. As for the LUMO energy: -1.669 eV.

***

Run ii
Computed, not measured: one molecule with the formula C8H5NO3, with ωB97M-V/def2-TZVPD.

Last column: Mulliken charge in e.
Cartesian coordinates (Å):
1 C -2.021 -1.786 -0.316  0.39
2 C -0.599 0.396 -0.227  0.46
3 C -0.318 1.699 -0.545  -0.64
4 C 1.073 2.120 -0.438  -0.37
5 C 2.010 1.295 -0.070  -0.75
6 C 1.634 -0.041 0.466  -0.29
7 C 0.266 -0.427 0.541  0.51
8 C 0.029 -1.949 0.852  0.46
9 H -2.471 0.237 -0.689  0.21
10 H -1.245 2.193 -0.863  0.31
11 H 1.290 3.160 -0.671  0.35
12 H 2.957 1.567 0.093  0.50
13 H 2.472 -0.712 0.748  0.37
14 N -1.870 -0.252 -0.228  -0.24
15 O -3.073 -2.327 -0.521  -0.46
16 O 0.819 -2.559 1.710  -0.57
17 O -0.953 -2.616 0.158  -0.23

Its HOMO energy is -0.3471 Ha. Its HOMO-LUMO gap is 9.183 eV. Its charge is 0. The spin multiplicity is 1. As for the LUMO energy: -0.262 eV.

***

We find run ii to be the most stable, with the next structure 0.2328 hartree higher.